No. 1
{
  "formula": "C3H4BrN3O2",
  "method": "ωB97M-V/def2-TZVPD",
  "e_tot_ev": -81778.9025,
  "de_lowest_ev": 0.409,
  "homo_lumo_gap_ev": 8.7,
  "smiles": "O=[N+]([O-])[C@]1(Br)CC=NN1",
  "e_homo_ev": -9.71,
  "symbols": ["O", "N", "O", "C", "Br", "C", "C", "N", "N", "H", "H", "H", "H"],
  "positions_angstrom": [[-0.2527, -2.3677, 1.1134], [-0.5904, -1.7209, 0.1489], [-1.5802, -1.9133, -0.5142], [0.0565, -0.4438, -0.2896], [1.2901, -1.2421, -1.8441], [0.9244, 0.5038, 0.6734], [0.2948, 1.7402, 0.2249], [-0.7084, 1.6933, -0.4861], [-0.8689, 0.3767, -0.8464], [1.9822, 0.3648, 0.3533], [0.7396, 0.2864, 1.6896], [0.5377, 2.6998, 0.6575], [-1.8247, 0.0227, -0.8806]]
}


No. 2
{
  "formula": "C3H7NO2",
  "method": "ωB97M-V/def2-TZVPD",
  "e_tot_ev": -8808.3744,
  "de_lowest_ev": 2.154,
  "homo_lumo_gap_ev": 10.4,
  "smiles": "CC(=O)O.C=N",
  "e_homo_ev": -9.76,
  "symbols": ["C", "C", "O", "O", "H", "H", "H", "H", "C", "N", "H", "H", "H"],
  "positions_angstrom": [[0.1535, 0.3507, -1.7050], [0.7758, -0.3099, -0.5212], [0.9957, -1.4847, -0.3525], [1.4757, 0.6695, 0.3266], [-0.9303, 0.2324, -1.6527], [0.3901, 1.4147, -1.7534], [0.5264, -0.1306, -2.6128], [2.1069, 0.1231, 0.8327], [-1.1363, 0.2110, 1.4248], [-1.6699, -0.9449, 1.5361], [-1.7753, 1.0985, 1.3026], [0.0336, 0.4285, 1.4766], [-0.9459, -1.6583, 1.6982]]
}


No. 3
{
  "formula": "C5H6F2",
  "method": "ωB97M-V/def2-TZVPD",
  "e_tot_ev": -10714.6066,
  "de_lowest_ev": 1.285,
  "homo_lumo_gap_ev": 9.9,
  "smiles": "CC(=C/F)/C=C/F",
  "e_homo_ev": -8.94,
  "symbols": ["C", "C", "C", "F", "C", "C", "F", "H", "H", "H", "H", "H", "H"],
  "positions_angstrom": [[-0.4667, 1.3291, 0.0049], [-0.4836, -0.1292, 0.0774], [-1.6517, -0.6589, 0.0402], [-1.9298, -2.0061, -0.1552], [0.7279, -0.9835, 0.1681], [1.9172, -0.3973, -0.1349], [3.0029, -1.1893, -0.0138], [-0.1639, 1.9988, 0.9142], [-1.3994, 1.7449, -0.3925], [0.4456, 1.5896, -0.7057], [-2.5170, 0.0695, 0.0808], [0.4861, -2.0355, 0.6985], [2.0325, 0.6680, -0.5820]]
}


No. 4
{
  "formula": "H2N2O3Si",
  "method": "ωB97M-V/def2-TZVPD",
  "spin_multiplicity": 3,
  "e_tot_ev": -17024.5805,
  "de_lowest_ev": 1.800,
  "homo_lumo_gap_ev": [6.7, 8.9],
  "e_homo_ev": [-6.80, -11.15],
  "symbols": ["N", "N", "O", "O", "O", "Si", "H", "H"],
  "positions_angstrom": [[1.2197, 0.8124, 0.2107], [1.3890, -0.4039, 0.1267], [0.0416, 1.3180, 0.1108], [2.2214, -1.1878, -0.1992], [-0.1434, -1.0605, 0.1003], [-1.2788, 0.0380, -0.0601], [-1.6110, 0.0121, -1.4773], [-1.8385, 0.4718, 1.1881]]
}


No. 5
{
  "formula": "C19H34BaN3O5P2",
  "method": "ωB97M-V/def2-TZVPD",
  "charge": 1,
  "e_tot_ev": -54223.9547,
  "de_lowest_ev": 4.732,
  "homo_lumo_gap_ev": [3.0, 3.0],
  "e_homo_ev": [-8.74, -8.75],
  "symbols": ["Ba", "P", "C", "C", "N", "C", "C", "C", "C", "C", "P", "H", "H", "H", "H", "H", "H", "H", "H", "O", "H", "H", "O", "H", "C", "H", "H", "H", "C", "H", "H", "H", "C", "H", "H", "H", "C", "H", "H", "H", "C", "C", "C", "C", "C", "C", "O", "N", "C", "O", "N", "C", "O", "H", "H", "H", "H", "H", "H", "H", "H", "H", "H", "H"],
  "positions_angstrom": [[0.4701, -0.6897, -1.0110], [-2.2236, 0.1150, -2.3467], [-1.7833, 1.3409, -3.6126], [-0.5684, 2.0669, -3.2437], [0.4337, 1.8528, -2.2771], [1.0489, 3.0094, -1.7872], [0.8832, 4.2722, -2.3672], [0.1400, 4.3645, -3.5454], [-0.4308, 3.2222, -4.0540], [1.9127, 2.9999, -0.4654], [2.5311, 1.3238, 0.0208], [-1.0729, 3.2385, -4.9086], [1.3582, 5.1556, -1.8860], [-0.0309, 5.3147, -3.9979], [2.7901, 3.7007, -0.5517], [1.3115, 3.3895, 0.4013], [1.2351, -0.8141, -4.4582], [-1.4477, 0.7871, -4.4785], [3.4222, -0.5146, -2.9527], [0.5642, -1.5085, -4.8109], [0.8469, -1.5385, -5.7596], [2.4926, -1.7234, -2.1715], [3.4450, -1.2776, -2.3198], [4.0020, -2.0269, -2.5295], [4.1109, 1.3608, -0.8765], [4.6765, 2.2579, -0.5811], [4.7093, 0.4748, -0.6086], [3.9541, 1.4156, -1.9689], [3.0507, 1.6658, 1.7300], [3.6923, 0.8354, 2.0635], [3.5932, 2.6235, 1.8132], [2.1509, 1.6798, 2.3690], [-3.5177, 1.3950, -2.0036], [-4.1830, 1.3302, -2.8691], [-3.9927, 1.2752, -1.0353], [-2.9747, 2.3469, -2.0733], [-3.0635, -1.2430, -3.2585], [-3.0662, -2.1586, -2.6493], [-4.0919, -0.9384, -3.4711], [-2.5347, -1.4729, -4.1868], [-1.4928, -0.2379, 5.1438], [-2.2080, -1.2885, 4.3021], [-1.3274, -2.1593, 3.3203], [-0.2504, -3.0141, 4.0943], [0.9628, -2.2852, 4.6733], [-2.2982, -3.1540, 2.6461], [-3.2817, -3.6250, 3.1645], [-1.9208, -3.5418, 1.3392], [-1.0053, -2.8077, 0.5680], [-0.8152, -3.0721, -0.6547], [-0.3208, -1.7566, 1.0512], [-0.6176, -1.2804, 2.2825], [-0.2083, -0.1240, 2.5487], [-1.0393, -0.6833, 6.0392], [-2.2266, 0.5175, 5.4614], [-0.7289, 0.2651, 4.5348], [-2.7932, -1.9691, 4.9550], [-2.9347, -0.7694, 3.6509], [-0.7773, -3.5794, 4.8904], [0.1048, -3.7517, 3.3551], [0.6551, -1.5192, 5.3964], [1.5913, -3.0294, 5.1851], [1.5754, -1.8143, 3.8866], [-2.4863, -4.2287, 0.8853]]
}


No. 6
{
  "formula": "C4H8O2",
  "method": "ωB97M-V/def2-TZVPD",
  "e_tot_ev": -8369.0003,
  "de_lowest_ev": 4.281,
  "homo_lumo_gap_ev": [8.3, 8.2],
  "e_homo_ev": [-7.63, -7.50],
  "symbols": ["C", "C", "O", "C", "C", "O", "H", "H", "H", "H", "H", "H", "H", "H"],
  "positions_angstrom": [[-1.5857, -1.1635, -0.6122], [-0.5910, -0.6083, 0.3939], [0.0354, -1.7369, 1.0066], [0.3522, 0.3283, -0.2916], [1.9106, 2.0388, 0.1196], [1.1071, 1.0721, 0.4625], [-1.0605, -1.7871, -1.3431], [-2.3280, -1.7815, -0.1011], [-2.0989, -0.3526, -1.1386], [-1.1413, -0.0465, 1.1684], [0.7063, -1.4011, 1.6140], [0.3954, 0.4854, -1.3695], [1.8618, 2.4218, -0.8916], [2.4369, 2.5164, 0.9309]]
}